{
  "formula": "C41H49N6OTi",
  "method": "the ωB97M-V functional and the def2-TZVPD basis",
  "total_charge": 3,
  "lumo_ev": -10.117,
  "orbital_gap_ev": 3.65,
  "multiplicity": 1,
  "species": ["Ti", "C", "C", "C", "C", "C", "C", "C", "C", "C", "C", "C", "C", "C", "C", "C", "C", "C", "H", "H", "H", "H", "H", "H", "H", "H", "H", "H", "H", "H", "H", "H", "H", "H", "H", "H", "H", "H", "H", "H", "H", "H", "H", "H", "H", "H", "H", "C", "O", "C", "C", "C", "C", "C", "C", "C", "N", "C", "C", "N", "C", "C", "C", "C", "N", "C", "C", "N", "C", "C", "C", "C", "H", "H", "H", "H", "H", "H", "H", "H", "H", "H", "H", "H", "H", "H", "C", "N", "C", "C", "N", "C", "H", "H", "H", "H", "H", "H"],
  "coordinates": [[-0.0992, -0.2505, 0.1750], [-2.2209, -0.1426, -0.5355], [-2.3218, -0.3542, 0.8759], [-1.7453, -1.6573, 1.1285], [-1.3537, -2.1783, -0.1516], [-1.6950, -1.2937, -1.1824], [-1.6135, -1.5059, -2.6778], [-0.6977, -2.6664, -3.0634], [-3.0565, -1.8449, -3.1117], [-1.1669, -0.2250, -3.3900], [-1.7888, -2.6312, 2.3154], [-0.6760, -3.6886, 2.1787], [-1.7274, -2.0468, 3.7283], [-3.1379, -3.3710, 2.1547], [-2.9755, 0.7044, 1.7699], [-2.0324, 1.2194, 2.8685], [-3.3934, 1.9267, 0.9402], [-4.2700, 0.1150, 2.3600], [-2.5842, 0.7367, -1.0406], [-0.9033, -3.1470, -0.2947], [-0.9600, -3.5866, -2.5386], [0.3554, -2.4376, -2.8902], [-0.8120, -2.8680, -4.1281], [-3.4015, -2.7696, -2.6472], [-3.0837, -1.9791, -4.1932], [-3.7526, -1.0463, -2.8520], [-0.1699, 0.0968, -3.0687], [-1.8759, 0.5922, -3.2432], [-1.1091, -0.4042, -4.4634], [0.3171, -3.2518, 2.0277], [-0.8665, -4.3889, 1.3653], [-0.6292, -4.2822, 3.0904], [-2.5569, -1.3854, 3.9509], [-0.8039, -1.5121, 3.9444], [-1.7895, -2.8749, 4.4342], [-3.2123, -3.8554, 1.1798], [-3.9865, -2.6999, 2.2705], [-3.2115, -4.1444, 2.9201], [-1.2171, 1.8072, 2.4338], [-1.6027, 0.4328, 3.4799], [-2.5885, 1.8873, 3.5268], [-2.5421, 2.4190, 0.4639], [-3.8472, 2.6559, 1.6101], [-4.1394, 1.6801, 0.1834], [-4.0955, -0.6826, 3.0735], [-4.9193, -0.2653, 1.5695], [-4.8097, 0.9071, 2.8794], [8.2313, 8.9882, 5.7003], [7.4509, 9.1164, 4.5079], [6.6764, 8.1042, 4.1325], [6.5597, 6.8923, 4.8229], [5.7211, 5.9105, 4.3382], [4.9832, 6.1049, 3.1683], [5.1123, 7.3247, 2.4835], [5.9418, 8.3072, 2.9529], [4.1132, 5.0553, 2.7030], [3.9745, 3.8514, 3.2546], [3.0649, 3.2113, 2.4954], [2.6138, 4.0087, 1.4457], [3.2976, 5.1835, 1.5993], [1.6443, 3.5699, 0.5206], [1.1276, 4.3292, -0.5523], [0.1671, 3.8063, -1.3790], [-0.2952, 2.5138, -1.1481], [0.1740, 1.7599, -0.1514], [1.1343, 2.2607, 0.6942], [1.5949, 1.4251, 1.7677], [1.0475, 0.1781, 1.8967], [1.4570, -0.6025, 2.8933], [2.4084, -0.2024, 3.8285], [2.9571, 1.0485, 3.7251], [2.5543, 1.8940, 2.6754], [8.7687, 9.9244, 5.8001], [8.9407, 8.1651, 5.6086], [7.5870, 8.8407, 6.5675], [7.1167, 6.7170, 5.7306], [5.6281, 4.9741, 4.8711], [4.5691, 7.5187, 1.5655], [6.0534, 9.2498, 2.4355], [3.2265, 6.0163, 1.0396], [1.4873, 5.3361, -0.7236], [-0.2415, 4.3791, -2.1992], [-1.0520, 2.0739, -1.7809], [1.0171, -1.5861, 2.9515], [2.6938, -0.8828, 4.6181], [3.6965, 1.4088, 4.4296], [3.8034, -3.7370, -1.6817], [3.0077, -2.5141, -1.5035], [3.2661, -1.3012, -2.1027], [2.3026, -0.4479, -1.6838], [1.4413, -1.1376, -0.8347], [1.9177, -2.3878, -0.7615], [3.7680, -4.0391, -2.7254], [3.3870, -4.5233, -1.0588], [4.8306, -3.5419, -1.3852], [4.1029, -1.1573, -2.7649], [2.1669, 0.5923, -1.9269], [1.4887, -3.1972, -0.1933]],
  "forces_ev_per_a": [[0.403, -0.468, 0.286], [-0.029, -0.054, 0.011], [0.057, 0.026, -0.046], [-0.179, 0.120, 0.060], [0.085, 0.142, 0.133], [-0.011, 0.120, -0.182], [-0.099, 0.008, -0.020], [-0.008, -0.009, 0.008], [0.001, -0.003, 0.017], [0.032, -0.018, -0.007], [0.023, -0.042, 0.010], [0.024, 0.011, 0.002], [-0.013, -0.012, 0.000], [0.014, 0.013, -0.001], [0.017, -0.027, 0.045], [0.001, -0.008, -0.012], [-0.029, -0.002, 0.000], [0.005, 0.021, -0.005], [-0.043, -0.010, 0.015], [-0.002, 0.012, -0.047], [0.004, -0.003, -0.005], [0.004, 0.008, 0.017], [0.011, 0.002, -0.002], [-0.003, 0.004, 0.000], [0.003, -0.001, 0.000], [-0.001, 0.001, -0.001], [-0.001, -0.006, 0.002], [-0.010, -0.011, -0.013], [-0.015, -0.001, -0.001], [0.005, 0.008, 0.006], [0.004, 0.002, -0.005], [-0.007, 0.002, -0.001], [-0.019, 0.014, -0.002], [0.026, 0.000, -0.025], [-0.002, 0.005, 0.005], [0.001, 0.001, -0.001], [-0.008, 0.005, 0.002], [0.003, 0.005, 0.001], [-0.014, 0.001, -0.001], [-0.008, -0.010, -0.001], [0.004, -0.001, 0.003], [0.003, 0.005, -0.007], [-0.001, 0.002, -0.005], [0.002, 0.003, 0.001], [0.006, -0.025, 0.014], [-0.002, 0.001, 0.004], [0.004, -0.003, 0.000], [-0.002, 0.001, -0.001], [-0.003, -0.009, 0.004], [0.015, -0.018, 0.034], [0.005, 0.002, 0.004], [0.001, -0.004, 0.004], [0.008, 0.015, 0.002], [-0.009, -0.014, 0.000], [-0.004, 0.028, -0.029], [-0.024, -0.047, -0.011], [-0.002, 0.040, -0.033], [0.003, 0.044, -0.014], [0.009, -0.030, 0.049], [0.024, 0.025, 0.004], [-0.010, -0.017, 0.017], [0.031, 0.039, 0.010], [-0.013, 0.013, -0.015], [0.019, -0.012, 0.048], [-0.099, 0.111, -0.142], [0.070, 0.045, 0.042], [-0.079, 0.283, -0.050], [-0.242, -0.206, -0.108], [-0.004, -0.051, -0.038], [-0.046, -0.122, 0.036], [0.071, 0.129, -0.008], [0.019, 0.008, -0.023], [0.001, 0.002, -0.004], [0.003, -0.001, -0.001], [-0.002, 0.001, 0.001], [0.001, 0.001, 0.002], [-0.002, 0.003, -0.002], [0.002, 0.010, 0.000], [-0.004, -0.004, -0.001], [-0.005, 0.000, -0.002], [0.003, -0.001, 0.006], [-0.003, -0.004, 0.001], [0.021, 0.024, -0.002], [-0.018, -0.020, 0.003], [-0.007, -0.003, -0.001], [-0.002, 0.012, -0.004], [-0.003, 0.010, 0.000], [0.042, -0.035, -0.019], [-0.004, 0.009, 0.008], [0.003, 0.018, 0.056], [0.008, -0.119, 0.009], [-0.007, 0.004, -0.076], [-0.001, 0.004, -0.001], [-0.006, 0.002, 0.000], [0.000, 0.002, 0.002], [0.001, 0.001, 0.000], [-0.001, 0.003, -0.010], [0.003, 0.008, 0.001]],
  "mulliken_charge": [-0.76, -1.26, 0.26, 1.07, -0.89, 1.02, 1.33, -1.47, -1.61, -1.54, 1.44, -1.56, -1.86, -1.60, 1.60, -1.37, -2.04, -1.59, 1.40, 0.65, 0.36, 0.19, 0.49, 0.37, 0.47, 0.38, 0.18, 0.35, 0.57, 0.22, 0.40, 0.48, 0.25, 0.32, 0.64, 0.34, 0.33, 0.49, 0.15, 0.09, 0.62, 0.32, 0.50, 0.38, 0.23, 0.36, 0.54, -0.85, -0.44, 0.94, -0.57, -0.73, 0.38, -0.41, -0.88, 0.22, -0.89, 0.86, -0.33, -0.09, 1.04, -0.90, -1.38, -0.56, 1.18, -0.17, 0.06, 0.71, -0.48, -1.30, -0.58, 0.46, 0.25, 0.36, 0.36, 0.44, 0.47, 0.25, 0.45, 0.19, 0.52, 0.55, 0.42, 0.57, 0.54, 0.64, -0.82, 0.16, -1.13, -0.57, 0.96, -0.56, 0.35, 0.32, 0.36, 0.49, 0.53, 0.36]
}